w.
A structure of composition C5H9O4. Source: the Open Molecules 2025 dataset; level of theory: the ωB97M-V functional and the def2-TZVPD basis.

Properties
2S+1: 2
⟨S²⟩: 0.765
Total charge: 0
HOMO-LUMO gap (spin up / spin down) (eV): 7.530 / 11.189

```
18
C5H9O4 (the ωB97M-V functional and the def2-TZVPD basis)
O 1.95 -0.68 1.48
C 2.43 0.31 0.74
C 1.71 -1.84 0.67
O 2.60 1.43 1.12
O 2.59 -0.09 -0.54
C 1.96 -1.33 -0.73
H 0.68 -2.17 0.83
H 2.40 -2.64 0.97
H 2.52 -1.94 -1.43
O 0.23 -1.09 -1.76
H 0.50 -1.43 -2.63
C -2.17 -0.17 -0.83
C -1.45 -0.48 -2.12
H -3.12 0.33 -1.05
H -2.38 -1.10 -0.28
H -1.57 0.49 -0.19
H -1.28 0.41 -2.75
H -1.92 -1.27 -2.71
```

Here are the Mulliken charges for atoms 1 to 4, given in e: O -0.34; C 0.69; C -0.20; O -0.54


x.
A structure of composition C5H9O4. Source: the Open Molecules 2025 dataset; level of theory: the ωB97M-V functional and the def2-TZVPD basis.

Properties
2S+1: 2
⟨S²⟩: 0.755
Total charge: 0
HOMO-LUMO gap (spin up / spin down) (eV): 9.845 / 9.163

```
18
C5H9O4 (the ωB97M-V functional and the def2-TZVPD basis)
C 1.18 -1.75 0.45
C 0.26 -0.62 0.29
C 0.53 0.29 -0.95
O -0.18 -0.24 -2.02
H 3.50 2.02 -0.65
O 1.09 1.38 -1.06
O 2.84 1.51 -0.05
C -0.97 -0.57 0.85
C -1.84 0.64 0.71
O -1.87 0.86 -0.71
H 2.06 -1.57 -0.15
H 1.43 -1.71 1.50
H 0.73 -2.74 0.26
H -0.78 0.44 -1.52
H -1.23 -1.41 1.52
H -2.85 0.47 1.20
H -1.37 1.51 1.25
H -2.53 1.50 -0.92
```

Here are the Mulliken charges for atoms 1 to 4, given in e: C -1.37; C 0.72; C 0.66; O -0.55


Stability, highest: w